{
  "formula": "C14H14N2O2S",
  "method": "ωB97M-V/def2-TZVPD",
  "de_lowest_ev": 8.892,
  "orbital_gap_ha": 0.3030,
  "homo_energy_ev": -8.5,
  "lumo_ev": -0.257,
  "elements": ["C", "C", "C", "C", "O", "N", "C", "N", "C", "C", "S", "C", "O", "C", "C", "C", "C", "C", "C", "H", "H", "H", "H", "H", "H", "H", "H", "H", "H", "H", "H", "H", "H"],
  "coordinates": [[-0.080426, -0.951210, -3.056074], [0.779750, 0.048311, -3.552856], [1.837004, 0.402005, -2.443365], [2.723677, -0.702613, -2.229829], [3.478214, -1.128378, -3.072268], [2.586213, -1.281199, -1.113879], [1.773974, -0.944723, -0.131105], [0.722958, -0.302060, -0.006222], [0.039895, -0.365251, 1.131666], [0.354659, -1.243543, 2.034291], [1.840627, -2.347596, 1.453461], [-0.273576, -1.676084, 3.266388], [-0.893323, -0.365886, 3.872273], [-1.535245, 0.475925, 2.839802], [-2.298389, 1.541054, 3.307416], [-2.983579, 2.563185, 2.434991], [-2.435580, 2.570634, 1.138127], [-1.574562, 1.525211, 0.843839], [-0.874182, 0.692511, 1.606327], [-0.581924, -0.753221, -2.161619], [-0.947350, -1.323868, -3.933798], [0.416575, -1.956266, -2.816716], [1.508974, -0.330944, -4.575756], [0.340956, 0.973632, -3.972307], [1.310333, 0.953040, -1.830877], [2.578820, 1.088162, -2.931397], [3.141004, -2.142868, -0.803208], [-1.240846, -2.258508, 3.067659], [0.293340, -2.109143, 4.142508], [-2.562422, 1.452489, 4.399193], [-3.580300, 3.056339, 2.929240], [-2.678661, 3.248337, 0.521270], [-1.186610, 1.592523, -0.357176]],
  "forces_ev_per_a": [[-3.7, -5.8, -2.8], [5.3, 1.4, -4.1], [2.0, 1.4, -7.0], [0.5, 0.8, -3.9], [0.7, -0.1, -0.6], [2.1, -5.4, 5.8], [-1.9, -3.2, 4.2], [0.9, 1.7, -2.2], [-1.3, 2.5, 1.5], [4.2, -5.4, 0.3], [-2.0, 3.7, -1.1], [-3.6, 2.2, 2.2], [-0.6, -0.4, -2.4], [3.2, 1.2, 3.0], [-2.8, -0.1, 0.2], [9.7, -8.3, -3.1], [-0.2, -4.8, 6.7], [2.0, 3.1, -7.3], [-2.1, -3.5, 0.6], [-1.1, 0.9, 1.2], [2.3, 1.2, 2.6], [-0.2, 1.3, -0.5], [-2.3, 0.8, 3.0], [-0.1, -0.5, 0.7], [-1.9, 2.0, 4.3], [-0.8, 0.0, 0.2], [-0.6, 1.8, -1.5], [1.6, 0.2, 0.2], [-0.3, 0.5, -1.5], [0.1, 0.3, -1.3], [-6.2, 5.8, 4.1], [-1.8, 4.6, -4.9], [-1.0, -0.3, 3.3]]
}

***

{
  "formula": "C14H14N6O5Pt",
  "method": "ωB97M-V/def2-TZVPD",
  "de_lowest_ev": 1.433,
  "orbital_gap_ha": 0.1801,
  "homo_energy_ev": -15.5,
  "lumo_ev": -10.601,
  "charge": 2,
  "elements": ["Pt", "O", "C", "O", "C", "C", "N", "N", "C", "C", "O", "O", "H", "H", "H", "N", "C", "O", "C", "C", "N", "C", "N", "H", "H", "C", "C", "C", "C", "C", "N", "H", "H", "H", "H", "H", "H", "H", "H", "H"],
  "coordinates": [[-0.535485, 0.257251, 0.222858], [2.032119, 5.460161, 0.110866], [0.753864, 5.561877, 0.439153], [0.221303, 6.593260, 0.718923], [-0.070472, 4.300850, 0.466700], [-1.418728, 4.313800, 0.790832], [-1.871677, 3.054736, 0.742285], [-0.889455, 2.216795, 0.391270], [0.208824, 2.958569, 0.226560], [1.429684, 2.212664, -0.164892], [2.504881, 2.702657, -0.346359], [1.225615, 0.891451, -0.327117], [2.319427, 4.551527, -0.093318], [-2.052930, 5.149393, 1.042465], [-2.815782, 2.730768, 0.894371], [2.829583, -1.135339, 3.600104], [1.953568, -1.121101, 2.599173], [0.984418, -0.400037, 2.493920], [2.217199, -2.153836, 1.495055], [3.291696, -3.084083, 1.640127], [4.159472, -3.828427, 1.756455], [1.431140, -2.258997, 0.425331], [-0.030190, -2.382862, -0.995904], [2.691741, -0.485838, 4.362015], [3.623795, -1.754511, 3.645452], [0.926772, -4.513072, -2.755432], [1.705194, -4.207070, -1.479924], [1.369737, -5.316491, -0.321451], [3.234900, -4.182453, -1.701598], [1.195938, -3.124286, -0.749890], [0.224108, -1.559987, -0.065350], [1.235771, -5.488905, -3.126368], [1.153710, -3.773153, -3.522112], [-0.149551, -4.534116, -2.590418], [1.724754, -6.214857, -0.829711], [0.302999, -5.397667, -0.126335], [1.938097, -5.152794, 0.588837], [3.517482, -5.150803, -2.111808], [3.799103, -4.021154, -0.787242], [3.473358, -3.407857, -2.428159]],
  "forces_ev_per_a": [[0.1, -0.1, -0.1], [0.0, 0.0, 0.0], [0.0, 0.0, 0.0], [0.0, 0.0, 0.0], [0.0, 0.0, 0.0], [0.0, 0.0, 0.0], [0.0, 0.0, -0.1], [0.1, 0.0, 0.0], [0.0, 0.0, 0.0], [0.0, -0.1, -0.1], [0.0, 0.0, 0.0], [0.0, 0.1, 0.1], [0.0, 0.0, 0.0], [0.0, 0.0, 0.0], [0.0, 0.0, 0.0], [0.0, 0.0, 0.0], [0.0, 0.0, -0.1], [0.0, -0.1, 0.0], [0.0, 0.0, 0.1], [0.0, 0.0, -0.1], [0.0, 0.0, 0.1], [0.1, 0.2, -0.2], [0.0, -0.3, 0.1], [0.0, 0.0, 0.0], [0.0, 0.0, 0.0], [-0.1, -0.1, 0.1], [0.6, 0.5, -0.6], [-0.3, 0.2, 0.2], [-0.1, -0.2, 0.1], [-0.4, -0.3, 0.3], [0.1, 0.1, 0.2], [0.0, 0.0, 0.0], [0.0, 0.0, 0.0], [0.0, 0.0, 0.0], [0.0, 0.0, -0.1], [0.0, 0.0, 0.0], [0.0, 0.0, 0.0], [0.0, 0.0, 0.0], [0.0, 0.0, 0.0], [0.0, 0.0, 0.0]]
}